Record 1
{"formula": "C5H10NO2S", "method": "the ωB97M-V functional and the def2-TZVPD basis", "symbols": ["C", "C", "C", "C", "C", "N", "O", "O", "S", "H", "H", "H", "H", "H", "H", "H", "H", "H", "H"], "coordinates": [[-1.545756, -1.742522, -0.394990], [-1.166647, -0.651371, -0.958702], [-1.059844, -1.273583, 0.947732], [-0.840962, 1.328621, 0.631342], [1.972803, 1.126827, -0.786297], [-0.467759, -0.002037, 0.101690], [1.667304, -0.203389, 1.447840], [1.587305, -1.537949, -0.610035], [1.385442, -0.305730, 0.056878], [-1.902483, -2.729338, -0.628420], [-1.335837, -0.271639, -2.007197], [-1.810910, -1.033259, 1.601991], [-0.255888, -1.843335, 1.395975], [-1.968327, 1.364538, 0.652242], [-0.416309, 1.488445, 1.662070], [-0.417237, 2.189139, 0.092176], [1.878139, 1.109026, -1.886915], [1.684035, 2.065042, -0.460379], [3.012931, 0.922519, -0.857005]], "forces_ev_per_a": [[0.103, -1.696, 1.974], [-0.945, 1.842, -4.884], [2.534, -0.687, -2.109], [-0.621, 0.902, 1.145], [0.346, -2.106, -2.727], [0.097, -0.911, 1.881], [0.199, 0.426, -0.127], [-0.217, 0.393, -0.650], [-0.464, 0.442, 1.240], [-0.455, 0.220, -0.421], [0.671, -0.157, 1.364], [-1.577, 1.182, 1.726], [0.115, 0.044, 0.270], [1.276, 0.158, -0.010], [-0.583, -0.729, -0.871], [-0.423, -0.634, -0.499], [-1.174, -0.437, 0.298], [-0.321, 1.508, 1.329], [1.439, 0.239, 1.072]], "e_above_lowest_kj_mol": 354.8, "multiplicity": 1, "charge": 1, "e_tot_ha": -799.5551}

=====

Record 2
{"formula": "C5H10NO3", "method": "the ωB97M-V functional and the def2-TZVPD basis", "symbols": ["C", "C", "O", "O", "H", "H", "H", "C", "C", "C", "O", "N", "H", "H", "H", "H", "H", "H", "H"], "coordinates": [[0.500261, -1.302055, 1.641753], [0.146082, -0.921320, 3.124053], [0.642885, 0.134362, 3.566870], [-0.576038, -1.764922, 3.690404], [1.158246, -2.172293, 1.660240], [1.193839, -0.575193, 1.213008], [-0.444019, -1.292002, 1.122212], [-0.955984, 0.847173, -1.709329], [-0.768821, -0.690761, -1.534454], [-0.005416, 1.843769, -1.098506], [-0.385967, 2.995211, -0.964908], [1.244040, 1.446032, -0.786671], [-1.008034, 1.034167, -2.782760], [-1.976297, 1.066460, -1.398304], [-1.047968, -1.122405, -2.496731], [-1.304959, -1.157404, -0.718617], [1.877467, 2.105090, -0.369272], [1.432009, 0.459450, -0.824053], [0.278674, -0.933358, -1.334933]], "forces_ev_per_a": [[1.114, 0.990, 0.872], [0.586, -0.172, -0.234], [-0.074, 0.082, 0.036], [-0.258, -0.027, 0.150], [-0.932, -0.741, -0.178], [-0.368, 0.563, -0.041], [0.041, -0.769, -0.436], [-0.812, -1.480, -0.052], [0.840, 0.772, -0.501], [-0.557, 0.659, 0.118], [0.212, 0.196, -0.002], [-0.249, -0.446, -0.505], [0.403, 0.264, -0.058], [0.160, 0.452, 0.340], [-0.002, -0.412, 0.250], [-0.355, 0.239, -0.006], [-0.052, -0.158, 0.157], [0.383, 0.190, 0.335], [-0.080, -0.201, -0.244]], "e_above_lowest_kj_mol": 110.8, "multiplicity": 1, "charge": -1, "e_tot_ha": -477.0597}

=====

For the records above, the corresponding lowest unoccupied orbital energy values read -3.30 3.25 eV.
For the records above, the corresponding highest occupied orbital energy values read -15.01 -3.95 eV.